(1)
64
Properties=species:S:1:pos:R:3:lowdin_charge:R:1 method="wB97M-V/def2-TZVPD" orbital_gap_ev=2.752 energy_ha=-1590.63185 homo_ev=-0.5 mol_weight_g_mol=510.36 charge=-1
C -4.59286 6.18811 9.35655 -0.340
Si -4.37592 5.53879 11.17054 0.386
C -5.53328 4.01628 11.41629 -0.346
H -3.66604 2.36474 8.27370 0.109
C -2.78858 5.75392 12.09878 -0.502
Sn -0.87478 4.55937 11.50201 1.063
C 0.46508 5.40713 12.98274 -0.300
C -0.88436 2.43499 11.92987 -0.286
C -0.00996 4.94320 9.54532 -0.283
H -5.25128 7.07389 9.46269 -0.023
H -3.68616 6.52139 8.82562 -0.018
H -5.11208 5.47156 8.68763 -0.019
H -6.33877 4.35303 12.10980 -0.019
H -6.03578 3.70931 10.47446 -0.011
H -5.09761 3.10447 11.85810 -0.018
H -2.43586 6.80219 12.03939 -0.029
H -2.88908 5.46950 13.16294 -0.028
H 1.46310 4.98215 12.86649 -0.030
H 0.49279 6.48600 12.84090 -0.021
H 0.06938 5.16612 13.96838 -0.020
H -0.04026 1.95492 11.40711 -0.023
H -0.75595 2.30315 13.01699 -0.012
H -1.82931 1.98002 11.58496 -0.020
H 0.83452 4.25244 9.38613 -0.019
H -0.76203 4.80663 8.75347 -0.034
H 0.36513 5.97914 9.53568 -0.015
C -4.43982 3.15118 2.24431 -0.067
C -4.02482 2.88078 3.68345 -0.298
C -3.94011 3.89702 4.63661 -0.045
C -3.58058 3.60925 5.96074 -0.021
C -3.24192 2.28945 6.33037 -0.208
C -2.80062 2.05386 7.75405 -0.096
C -2.76632 0.65717 8.34733 -0.205
C -3.90327 -0.14917 8.16939 -0.039
C -3.93433 -1.42227 8.71391 -0.006
C -2.84567 -1.83244 9.47925 -0.275
O -2.84201 -3.10732 10.03897 -0.017
C -1.97650 -4.01220 9.41827 -0.254
C -0.87985 -4.46055 10.16485 -0.013
C -0.04566 -5.41852 9.59329 -0.089
C -0.35465 -5.94082 8.33233 -0.106
C -1.39281 -5.40475 7.57337 -0.090
C -2.17208 -4.37617 8.08186 -0.003
C -1.74369 -1.02803 9.74985 0.008
C -1.73418 0.24196 9.20008 -0.030
C -3.41387 1.26978 5.38001 -0.038
C -3.76949 1.57078 4.06469 -0.061
H -4.88503 2.24875 1.77662 0.075
H -5.09987 4.02949 2.12811 0.076
H -3.52931 3.36373 1.66697 0.075
H -4.21820 4.91232 4.34386 0.110
H -3.53035 4.42873 6.68540 0.110
H -1.92559 2.71806 8.02855 0.137
H -4.76765 0.19846 7.59208 0.127
H -4.76611 -2.09961 8.55310 0.120
H -0.71828 -4.03778 11.16414 0.123
H 0.81353 -5.76724 10.17052 0.102
H 0.24078 -6.76692 7.92866 0.099
H -1.62495 -5.79503 6.59574 0.098
H -2.94426 -3.86590 7.50962 0.118
H -0.93602 -1.36992 10.40404 0.126
H -0.90228 0.92895 9.40396 0.106
H -3.23643 0.22795 5.62075 0.103
H -3.96198 0.79514 3.32468 0.105



(2)
101
Properties=species:S:1:pos:R:3:lowdin_charge:R:1 method="wB97M-V/def2-TZVPD" orbital_gap_ev=2.768 energy_ha=-6656.97980 homo_ev=-10.0 mol_weight_g_mol=1121.07 charge=+1
C 1.19932 1.47073 4.56064 -0.008
C 1.68555 2.44799 3.40831 -0.203
O 2.37827 1.72570 2.42089 -0.036
C 1.54792 0.90423 1.66909 -0.443
O 0.45834 1.27235 1.34723 0.154
C 2.19208 -0.40324 1.30241 -0.074
C 1.33936 -1.28367 0.39227 -0.137
C 0.00548 -1.70188 0.96252 -0.236
O 0.16188 -2.52600 2.14930 -0.328
S -1.19770 -3.38191 2.49953 0.931
O -1.37606 -4.36908 1.47991 -0.354
O -2.37046 -2.26920 2.24572 -0.353
C -2.69338 -1.54667 3.46707 -0.238
C -4.16627 -1.15908 3.35615 -0.152
C -4.37284 0.36024 3.16958 -0.144
C -3.48112 0.87275 2.04214 -0.169
O -4.24718 1.67079 1.09704 -0.018
C -3.45373 1.85279 -0.00727 -0.523
C -2.45345 2.99047 0.06583 0.025
O -3.51252 1.14022 -0.96470 0.118
H 1.65411 1.75413 5.52214 0.017
H 1.50728 0.44595 4.37053 0.103
H 0.11558 1.51232 4.63351 0.093
H 2.41438 3.15593 3.85942 0.099
H 0.87710 3.06953 3.02958 0.127
H 2.55862 -0.92925 2.18371 0.135
H 3.08124 -0.11630 0.72521 0.117
H 1.91060 -2.20142 0.23018 0.133
H 1.18714 -0.85616 -0.59777 0.134
H -0.49324 -2.30548 0.19807 0.111
H -0.67167 -0.88153 1.18872 0.099
H -2.44811 -2.16042 4.33485 0.104
H -2.02208 -0.67970 3.48482 0.109
H -4.67258 -1.51019 4.25504 0.116
H -4.60247 -1.64671 2.48524 0.131
H -4.09206 0.81361 4.12367 0.110
H -5.42296 0.58317 2.99638 0.123
H -2.70805 1.52879 2.45392 0.113
H -3.03136 0.06522 1.45996 0.122
H -2.97022 3.94802 0.00104 0.093
H -1.89746 2.97184 1.00288 0.063
H -1.73940 2.84509 -0.73921 0.087
F -4.52617 0.46438 -3.57346 -0.435
P -4.68732 -1.23313 -3.94729 0.428
F -4.75915 -2.54082 -2.95597 -0.175
F -6.14192 -0.82204 -3.33643 -0.157
F -5.51546 -2.14411 -5.01611 -0.171
F -3.14917 -1.32543 -3.38772 -0.178
F -3.98689 -0.77800 -5.38405 -0.218
Al -4.18003 2.40849 -4.42808 0.953
C -0.83966 -3.37977 -3.61126 -0.883
O -0.95565 -3.01429 -2.45302 0.244
O 0.23447 -3.71071 -4.16541 0.315
O -1.76425 -3.48883 -4.45166 0.314
Na 2.52440 3.21026 5.96888 0.775
C 5.63127 1.49797 1.11419 -1.551
Cl 6.01655 1.05259 -0.54295 0.562
Cl 6.07054 0.19644 2.23056 0.579
Cl 6.43688 2.99925 1.57057 0.555
H 4.56289 1.65384 1.18550 -0.026
C -3.36668 -6.16118 -6.07057 0.075
C -4.62328 -5.76107 -6.32210 -0.225
C -5.58512 -6.62436 -7.09503 -0.311
O -6.71576 -6.21475 -7.27488 0.112
C -5.11161 -7.90592 -7.59318 0.072
C -3.85635 -8.29871 -7.34234 -0.239
C -2.90399 -7.44865 -6.54798 -0.317
O -1.78202 -7.87875 -6.34345 0.100
O -3.37053 -9.45786 -7.77443 0.112
O -5.09552 -4.59541 -5.91131 0.111
H -2.66874 -5.55308 -5.51598 0.111
H -5.80495 -8.50988 -8.16116 0.135
H -2.44860 -9.49308 -7.45478 0.119
H -6.02020 -4.56303 -6.22308 0.121
C -2.56068 6.94709 -5.32182 -0.170
C -3.83052 7.71504 -5.61388 -0.159
O -4.40841 7.94303 -4.32148 -0.185
S -3.24384 8.11308 -3.23324 0.597
O -3.00774 9.49016 -3.01820 -0.203
O -3.49882 7.21532 -2.16566 -0.227
O -2.04235 7.52892 -4.12391 -0.187
H -2.76931 5.89292 -5.12141 0.111
H -1.83485 7.02652 -6.12642 0.138
H -4.51885 7.16420 -6.24842 0.136
H -3.61485 8.68305 -6.06978 0.138
N 7.04205 1.56034 5.19911 0.005
C 6.16280 1.87946 6.19382 -0.183
C 6.87239 2.06961 7.35162 -0.110
C 8.23975 1.85872 7.03560 -0.077
C 8.31075 1.54894 5.70057 -0.088
H 6.77798 1.36636 4.24901 0.035
H 5.11173 1.93925 5.97816 0.062
H 6.46086 2.32936 8.31352 0.087
H 9.07732 1.92589 7.70865 0.102
H 9.15515 1.32101 5.07117 0.096
O 13.43631 -0.34047 5.10861 -0.393
S 11.99140 -0.10408 5.56968 0.255
O 11.29953 0.67006 4.54767 -0.354
O 12.07787 0.61081 6.82859 -0.226
O 11.35050 -1.39832 5.74928 -0.305
Be 14.51219 -1.05980 3.77010 1.045



(3)
80
Properties=species:S:1:pos:R:3:lowdin_charge:R:1 method="wB97M-V/def2-TZVPD" orbital_gap_ev=7.298 energy_ha=-3141.32619 homo_ev=-7.3 mol_weight_g_mol=737.70 de_lowest_kj_mol=31.2
Rb -1.10745 -1.30230 -0.90934 1.123
C 0.81568 0.44178 3.99725 -0.047
N -0.57610 0.72161 3.73767 -0.162
C -1.43213 0.56725 4.89892 -0.062
C -1.09504 0.51643 2.46484 -0.402
N -0.62631 -0.28716 1.56227 0.039
C -0.09947 -1.52775 1.95802 -0.277
C -0.78670 -2.21814 2.93518 -0.034
C -0.40410 -3.48953 3.37996 -0.063
C 0.67223 -4.09946 2.81660 -0.042
C 1.38296 -3.47273 1.76519 -0.154
C 2.45354 -4.18642 1.17286 -0.047
C 3.13797 -3.66055 0.12257 -0.072
C 2.79284 -2.39194 -0.36142 -0.039
C 1.79204 -1.63042 0.20307 -0.288
N 1.49571 -0.40563 -0.40562 0.059
C 2.43556 0.40744 -0.75354 -0.392
N 2.28685 1.18522 -1.87998 -0.150
C 2.43778 2.62440 -1.76130 -0.041
C 1.27309 0.76260 -2.83682 -0.055
N 3.62634 0.58622 -0.09787 -0.146
C 4.84531 0.91613 -0.80016 -0.059
C 3.81397 0.12692 1.25510 -0.041
C 1.01762 -2.17321 1.29917 -0.067
N -2.17834 1.29049 2.15316 -0.154
C -2.49292 2.53336 2.82208 -0.068
C -3.11463 0.84954 1.12652 -0.034
H 1.15776 1.09498 4.80228 0.094
H 1.38995 0.66283 3.10510 0.076
H 0.99326 -0.59970 4.28563 0.094
H -1.21261 -0.38293 5.39875 0.091
H -2.47598 0.55544 4.60264 0.086
H -1.27996 1.37856 5.61461 0.091
H -1.68174 -1.76552 3.34420 0.117
H -0.98004 -3.98264 4.15130 0.108
H 0.98170 -5.08741 3.12944 0.110
H 2.69082 -5.16850 1.55890 0.109
H 3.93613 -4.21630 -0.35057 0.106
H 3.31859 -1.98261 -1.21631 0.122
H 3.20749 2.86670 -1.03403 0.079
H 1.50147 3.09492 -1.44548 0.074
H 2.72925 3.04202 -2.72587 0.093
H 1.35910 -0.30907 -3.00820 0.093
H 1.45771 1.28176 -3.77901 0.098
H 0.25852 0.98693 -2.50712 0.030
H 4.63285 1.09210 -1.85234 0.089
H 5.55776 0.08975 -0.71611 0.091
H 5.31188 1.81017 -0.37626 0.089
H 2.85139 0.02867 1.74279 0.068
H 4.41641 0.85869 1.79923 0.095
H 4.31521 -0.84617 1.29778 0.097
H -3.33685 2.42547 3.51095 0.090
H -2.77165 3.28446 2.07922 0.081
H -1.62918 2.88932 3.37790 0.093
H -3.22646 -0.23281 1.14158 0.080
H -2.81383 1.14610 0.11760 0.066
H -4.08419 1.30151 1.34111 0.099
N -1.86792 -2.17262 -4.69333 0.109
C -1.95431 -0.82132 -4.82085 -0.688
N -1.82731 0.00483 -3.83067 0.083
C -1.94432 1.30433 -4.26743 -0.345
C -2.12923 1.46490 -5.60009 -0.367
S -2.21008 -0.07321 -6.37010 1.045
C -1.82151 2.39907 -3.29133 -0.328
C -1.98676 3.71568 -3.56390 -0.356
S -1.63610 4.66288 -2.16667 1.043
C -1.30055 3.19550 -1.30972 -0.719
N -1.44853 2.10672 -1.99275 0.078
N -0.83328 3.20789 -0.02581 0.111
H -2.05163 -2.54234 -3.76005 0.049
H -2.24774 -2.72437 -5.44712 0.095
H -2.21602 2.37388 -6.16319 0.066
H -2.29543 4.17955 -4.47969 0.068
H -1.06600 3.99561 0.55635 0.087
H -0.80614 2.30918 0.43263 0.077
O -3.45526 -3.65021 -0.04771 -0.321
Cl -3.48552 -2.92889 -1.28828 0.608
O -4.56876 -3.33556 -2.12519 -0.305
O -3.57400 -1.50324 -1.00792 -0.533
O -2.21464 -3.16911 -1.99126 -0.589